No. 1
The following is a quantum chemistry calculation of a 2-piece molecular cluster, C4H10N overall, from OMol25.

```
! wB97M-V def2-TZVPD RIJCOSX def2/J DEFGRID3
* xyz 1 1
C 3.354 -0.198 0.137
C 2.076 -0.314 0.424
C -1.898 1.014 0.656
C -1.500 -0.998 -0.437
N -1.275 0.360 -0.365
H 4.070 0.418 -0.490
H 4.101 -0.737 0.638
H 1.414 0.263 -0.161
H -1.129 1.703 1.088
H -2.714 1.775 0.170
H -2.513 0.484 1.351
H -2.136 -1.494 0.280
H -1.776 -1.207 -1.523
H -0.400 -1.446 -0.355
H 1.549 -0.935 1.174
*
```

**E_LUMO**: -8.423 eV
**Orbital gap**: 0.1885 Ha
**Relative energy (zero: lowest compared OMol25 entry of this formula, charge and spin)**: 6.324 eV
**HOMO level**: -13.55 eV

No. 2
The following is a quantum chemistry calculation of C4H5ErO as an isolated structure, from OMol25.

```
! wB97M-V def2-TZVPD RIJCOSX def2/J DEFGRID3
* xyz 2 4
H -1.523 -0.794 -0.089
C 0.363 -1.872 0.564
C -0.446 -0.864 0.082
C 0.493 -0.652 1.259
H 0.689 -2.904 0.478
H 0.983 0.485 0.488
H 0.177 -0.317 2.251
C 0.119 1.098 -0.914
O -0.133 2.351 -0.627
Er -1.810 2.642 -2.106
H 1.089 0.826 -1.385
*
```

**E_LUMO (alpha / beta)**: -9.898 / -9.965 eV
**Orbital gap (alpha / beta)**: 0.2343 / 0.2471 Ha
**⟨S²⟩**: 3.780
**Relative energy (zero: lowest compared OMol25 entry of this formula, charge and spin)**: 0.381 eV
**HOMO level (alpha / beta)**: -16.27 / -16.69 eV

No. 3
The following is a quantum chemistry calculation of C22H33N3O6SiY as an isolated structure, from OMol25.

```
! wB97M-V def2-TZVPD RIJCOSX def2/J DEFGRID3
* xyz 1 1
Y -0.927 0.166 -1.458
O -1.015 1.635 0.126
C -0.785 2.872 0.147
C -0.498 3.740 -0.935
C -0.034 5.029 -0.656
C 0.285 5.905 -1.644
C 0.119 5.474 -3.025
C -0.189 4.202 -3.335
C -0.532 3.255 -2.294
O -0.871 2.018 -2.537
N 0.761 7.293 -1.352
O 1.192 7.950 -2.304
O 0.766 7.734 -0.250
H -0.771 3.418 1.140
H 0.045 5.240 0.380
H 0.361 6.171 -3.788
H -0.172 3.804 -4.341
C -2.488 -2.009 -3.406
O -2.314 -0.625 -3.070
H -2.337 -2.174 -4.423
H -3.509 -2.355 -3.127
H -1.683 -2.570 -2.830
H -2.668 0.025 -3.683
C 0.264 -0.826 3.765
C -0.814 -1.754 4.460
N -0.804 -3.175 4.022
C -0.010 -4.236 4.725
C 1.197 -4.862 4.113
C -1.364 -3.479 2.820
O -1.370 -4.543 2.266
C -2.116 -2.337 2.131
C -3.453 -2.065 2.503
C -4.196 -1.304 1.637
C -3.678 -0.861 0.417
N -2.418 -1.148 0.090
C -1.649 -1.876 0.939
H -0.001 0.232 3.867
H 0.267 -1.191 2.714
H 1.271 -0.975 4.207
H -1.846 -1.326 4.377
H -0.652 -1.730 5.512
H -0.723 -5.016 4.880
H 0.179 -3.767 5.780
H 0.986 -5.381 3.158
H 1.663 -5.662 4.720
H 1.998 -4.127 3.938
H -3.822 -2.423 3.478
H -5.213 -1.101 1.874
H -4.319 -0.393 -0.336
H -0.583 -1.937 0.795
C 3.109 1.744 -1.553
Si 2.803 -0.010 -2.227
C 4.436 -0.847 -1.783
C 2.523 0.122 -4.067
C 1.296 -0.917 -1.533
H 4.040 2.115 -2.051
H 3.413 1.656 -0.512
H 2.388 2.572 -1.663
H 4.483 -1.114 -0.753
H 5.328 -0.285 -1.836
H 4.572 -1.890 -2.277
H 3.417 0.513 -4.512
H 1.823 1.022 -4.222
H 2.218 -0.642 -4.757
H 1.370 -1.044 -0.461
H 1.252 -1.931 -1.980
*
```

**E_LUMO**: -3.799 eV
**Orbital gap**: 0.2666 Ha
**Relative energy (zero: lowest compared OMol25 entry of this formula, charge and spin)**: 0.211 eV
**HOMO level**: -11.05 eV

No. 4
The following is a quantum chemistry calculation of a 2-piece molecular cluster, C6H16 overall, from OMol25.

```
! wB97M-V def2-TZVPD RIJCOSX def2/J DEFGRID3
* xyz 1 2
C 1.835 0.687 2.159
C 0.357 0.908 1.820
C 2.690 1.184 1.017
H 2.038 -0.397 2.279
H 2.086 1.144 3.119
H -0.348 0.572 2.597
H 0.156 1.989 1.937
H 3.736 1.260 1.299
H 2.265 2.129 0.650
H 0.154 0.575 0.806
H 2.687 0.643 0.060
C -1.222 -0.559 -1.314
C -2.326 -0.197 -2.294
C -1.090 -2.025 -1.188
H -0.196 -0.206 -1.589
H -1.486 0.045 -0.376
H -3.139 -0.916 -2.468
H -2.027 0.073 -3.312
H -1.989 -2.495 -0.740
H -0.974 -2.637 -2.102
H -2.890 0.615 -1.844
H -0.318 -2.389 -0.516
*
```

**E_LUMO (alpha / beta)**: -2.595 / -11.082 eV
**Orbital gap (alpha / beta)**: 0.4839 / 0.1128 Ha
**⟨S²⟩**: 0.752
**Relative energy (zero: lowest compared OMol25 entry of this formula, charge and spin)**: 1.212 eV
**HOMO level (alpha / beta)**: -15.76 / -14.15 eV

No. 5
The following is a quantum chemistry calculation of a 2-piece molecular cluster, C4H9NS overall, from OMol25.

```
! wB97M-V def2-TZVPD RIJCOSX def2/J DEFGRID3
* xyz 0 1
N -1.096 -1.726 -0.074
C 0.096 -1.505 0.183
C 1.301 -0.757 -0.146
C 1.389 -2.239 0.266
H -1.568 -2.593 0.142
H 1.618 -0.015 0.550
H 1.396 -0.481 -1.107
H 1.642 -3.054 -0.528
H 1.814 -2.320 1.163
C -0.677 2.245 0.023
S -1.876 3.572 0.204
H -0.158 2.270 0.910
H 0.167 2.429 -0.806
H -1.174 1.243 -0.350
H -2.874 2.929 -0.428
*
```

**E_LUMO**: 0.879 eV
**Orbital gap**: 0.3564 Ha
**Relative energy (zero: lowest compared OMol25 entry of this formula, charge and spin)**: 3.537 eV
**Structure (SMILES)**: N=C1CC1.CS
**HOMO level**: -8.82 eV

No. 6
The following is a quantum chemistry calculation of a 3-piece molecular cluster, C19H43FN7O7S overall, from OMol25.

```
! wB97M-V def2-TZVPD RIJCOSX def2/J DEFGRID3
* xyz 1 1
C -1.094 1.230 1.124
C -1.431 1.064 -0.386
O -2.153 0.174 -0.720
N -0.795 2.006 -1.281
C -0.356 1.371 -2.541
C 0.385 0.027 -2.352
C 1.816 0.155 -1.705
C 2.475 -1.263 -1.825
N 2.350 -2.085 -0.583
C 1.116 -2.658 -0.429
N 0.503 -2.505 0.821
S 1.538 -3.035 2.111
O 2.525 -3.943 1.659
O 2.029 -1.838 2.688
F 0.622 -3.763 3.166
N 0.580 -3.339 -1.396
N -0.665 -3.950 -1.233
C -0.531 -5.427 -1.289
C -1.713 -6.221 -0.703
O 0.422 -5.914 -1.771
C -1.654 -3.524 -2.250
C -1.286 -3.307 -3.736
O -2.759 -3.395 -1.888
H -0.379 0.445 1.435
H -0.646 2.238 1.242
H -2.010 1.209 1.738
H -1.525 2.685 -1.516
H -1.165 1.236 -3.294
H 0.366 2.073 -3.017
H 0.581 -0.360 -3.380
H -0.221 -0.751 -1.847
H 2.408 0.849 -2.336
H 1.788 0.547 -0.670
H 2.111 -1.747 -2.746
H 3.561 -1.089 -1.974
H 2.488 -1.420 0.186
H -0.342 -3.083 0.925
H 1.048 -3.466 -2.296
H -1.963 -7.017 -1.432
H -2.606 -5.593 -0.543
H -1.452 -6.686 0.265
H -0.477 -4.017 -4.015
H -0.998 -2.250 -3.880
H -2.183 -3.548 -4.333
C 3.975 6.479 -1.928
C 4.274 4.996 -2.124
C 4.025 4.499 -3.557
O 2.657 4.296 -3.869
C 1.952 5.468 -4.247
N 3.500 4.227 -1.144
H 2.905 6.686 -1.881
H 4.408 6.831 -0.991
H 4.403 7.077 -2.736
H 5.338 4.855 -1.911
H 4.493 3.515 -3.660
H 4.506 5.150 -4.298
H 2.581 6.162 -4.809
H 1.533 5.962 -3.368
H 1.118 5.165 -4.882
H 3.769 3.248 -1.212
H 2.530 4.232 -1.455
C -2.092 -0.974 4.692
C -2.490 0.095 5.704
C -3.550 -0.376 6.714
O -4.869 -0.429 6.198
C -5.177 -1.604 5.471
N -2.925 1.293 4.977
H -2.850 -1.122 3.921
H -1.170 -0.684 4.182
H -1.912 -1.935 5.182
H -1.590 0.348 6.273
H -3.585 0.355 7.527
H -3.274 -1.336 7.170
H -4.673 -2.484 5.882
H -4.921 -1.480 4.416
H -6.254 -1.762 5.532
H -3.099 2.038 5.648
H -3.847 1.095 4.593
*
```

**E_LUMO**: -4.105 eV
**Orbital gap**: 0.2542 Ha
**HOMO level**: -11.02 eV

No. 7
The following is a quantum chemistry calculation of an isolated ion of composition C4H7N2 and charge +1, from OMol25.

```
! wB97M-V def2-TZVPD RIJCOSX def2/J DEFGRID3
* xyz 1 1
C 1.442 0.322 -0.202
C 2.607 -0.220 -0.138
C 0.090 0.578 0.186
C -0.849 -0.712 -0.058
N -2.874 0.541 -0.157
N -2.276 -0.501 -0.140
H 2.833 -1.237 0.271
H 3.518 0.296 -0.504
H 0.171 0.747 1.275
H -0.531 1.375 -0.308
H -0.726 -1.247 -0.927
H -0.855 -1.423 0.737
H -2.551 1.482 -0.034
*
```

**E_LUMO (alpha / beta)**: -7.138 / -7.140 eV
**Orbital gap (alpha / beta)**: 0.2252 / 0.2250 Ha
**Relative energy (zero: lowest compared OMol25 entry of this formula, charge and spin)**: 7.088 eV
**HOMO level (alpha / beta)**: -13.27 / -13.26 eV

No. 8
The following is a quantum chemistry calculation of a 2-piece molecular cluster, C25H27N4O2 overall, from OMol25.

```
! wB97M-V def2-TZVPD RIJCOSX def2/J DEFGRID3
* xyz 1 1
C -0.172 -1.077 6.697
O 0.072 -0.565 5.353
C 0.732 -1.261 4.389
C 0.498 -0.828 3.047
C 1.250 -1.360 2.026
C 2.312 -2.260 2.343
C 2.578 -2.664 3.651
C 1.719 -2.253 4.676
N 3.082 -2.444 1.189
C 4.344 -3.194 1.139
C 2.512 -1.742 0.160
C 1.368 -1.034 0.602
C 0.581 -0.088 -0.129
C 1.143 0.857 -1.026
C 2.503 0.931 -1.385
N 2.661 1.576 -2.577
C 3.887 1.519 -3.358
C 1.430 2.082 -3.012
C 0.463 1.710 -2.029
C -0.865 1.765 -2.361
C -1.206 1.925 -3.731
O -2.501 1.823 -4.166
C -3.461 2.163 -3.140
C -0.231 2.209 -4.714
C 1.089 2.389 -4.333
H -0.863 -0.357 7.136
H -0.635 -2.078 6.679
H 0.754 -1.111 7.293
H -0.208 -0.025 2.843
H 3.432 -3.294 3.886
H 1.806 -2.670 5.690
H 4.522 -3.725 2.080
H 4.349 -3.945 0.340
H 5.212 -2.544 0.953
H 2.967 -1.720 -0.822
H -0.510 -0.201 -0.092
H 3.330 0.441 -0.883
H 3.678 1.712 -4.410
H 4.636 2.236 -3.001
H 4.338 0.524 -3.256
H -1.602 1.616 -1.565
H -4.450 2.026 -3.570
H -3.328 1.489 -2.278
H -3.294 3.203 -2.806
H -0.557 2.276 -5.748
H 1.849 2.662 -5.058
C -4.325 1.829 0.839
C -4.103 0.590 0.074
N -2.934 0.135 -0.395
C -3.236 -0.937 -1.212
C -4.596 -1.177 -1.195
N -5.128 -0.203 -0.370
H -3.364 2.331 0.995
H -4.988 2.544 0.323
H -4.778 1.619 1.821
H -2.482 -1.430 -1.813
H -5.191 -1.903 -1.709
H -6.093 -0.095 -0.077
*
```

**E_LUMO**: -4.168 eV
**Orbital gap**: 0.2229 Ha
**Relative energy (zero: lowest compared OMol25 entry of this formula, charge and spin)**: 0.000 eV
**HOMO level**: -10.23 eV

Question: Which formula does entry 4 have?
Answer: C6H16